(1)
Below is a cluster of 10 separate species, C10H40O10 in total, with properties calculated with ωB97M-V/def2-TZVPD.

Element x y z (Å)
C -0.415 -15.498 5.508
O -0.176 -14.174 5.021
H -1.404 -15.790 5.136
H 0.391 -16.149 5.112
H -0.473 -15.594 6.586
H 0.782 -14.009 5.178
C 3.694 -10.839 6.916
O 2.428 -11.279 6.429
H 3.589 -10.630 7.980
H 4.432 -11.611 6.712
H 4.027 -9.949 6.340
H 2.078 -12.029 6.924
C 3.527 -15.072 5.485
O 2.538 -14.050 5.639
H 3.038 -15.965 5.828
H 3.925 -15.161 4.530
H 4.355 -14.888 6.186
H 2.824 -13.232 5.214
C -4.494 -14.715 5.475
O -3.662 -14.040 6.458
H -4.943 -14.058 4.762
H -3.859 -15.398 4.850
H -5.220 -15.291 6.016
H -3.106 -13.427 5.975
C -0.709 -13.261 9.012
O -0.315 -14.542 9.592
H -1.700 -13.213 8.570
H -0.841 -12.613 9.857
H 0.111 -12.931 8.377
H -0.308 -15.311 8.999
C -3.764 -15.117 9.759
O -2.725 -15.762 10.522
H -4.028 -14.240 10.314
H -3.382 -14.910 8.732
H -4.623 -15.751 9.802
H -1.908 -15.246 10.372
C -0.086 -8.539 8.082
O 1.142 -9.137 8.594
H -0.828 -9.293 7.949
H -0.385 -7.875 8.862
H 0.174 -7.976 7.186
H 1.555 -9.633 7.858
C -1.815 -11.409 5.882
O -2.218 -12.438 5.014
H -1.015 -10.907 5.405
H -2.639 -10.644 5.912
H -1.487 -11.786 6.815
H -1.416 -12.933 4.804
C -0.985 -18.220 7.616
O -0.829 -17.121 8.546
H -0.027 -18.500 7.297
H -1.424 -19.173 7.997
H -1.549 -17.846 6.740
H -1.641 -17.158 9.063
C -2.297 -18.907 11.915
O -2.871 -18.157 10.868
H -1.515 -18.331 12.488
H -3.007 -19.343 12.580
H -1.716 -19.705 11.439
H -2.640 -17.218 10.820

## Properties
energy relative to the best compared isomer or geometry (same formula, charge and spin) = 89.2 kcal per mole
E_tot = -31489.28105 eV
lowest unoccupied orbital energy = 0.32 eV
orbital gap = 0.35644 hartree
total charge = 0
SMILES string = CO.CO.CO.CO.CO.CO.CO.CO.CO.CO



(2)
Below is a structure of composition C41H48IN5Sr, with properties calculated with ωB97M-V/def2-TZVPD.

Element x y z (Å)
Sr -0.196 0.021 -0.122
C 5.650 2.401 -2.065
C 4.467 3.363 -1.911
C 3.435 2.839 -0.961
C 3.287 3.113 0.367
C 4.124 4.014 1.220
C 5.220 3.254 1.975
C 2.207 2.259 0.851
C 1.828 2.111 2.197
C 1.100 1.085 2.814
C 0.934 0.913 4.254
C 1.429 1.860 5.303
C 2.902 1.624 5.653
C 0.348 -0.301 4.440
C 0.146 -0.878 3.112
C -0.266 -2.194 2.855
C -0.309 -2.904 1.644
N -0.175 -2.364 0.415
C -0.067 -3.362 -0.496
C 0.269 -3.192 -1.843
C 0.803 -2.068 -2.498
N 1.163 -0.917 -1.889
C 1.749 -0.103 -2.798
C 2.355 1.129 -2.507
C 2.450 1.815 -1.289
N 1.717 1.543 -0.183
C 1.742 -0.767 -4.096
C 1.159 -1.986 -3.910
C 0.881 -3.037 -4.938
C -0.575 -3.007 -5.415
C 2.344 -0.224 -5.356
C 3.847 -0.506 -5.445
C -0.227 -4.641 0.191
C -0.378 -4.359 1.514
C -0.473 -5.325 2.654
C 0.893 -5.579 3.301
C -0.200 -5.984 -0.469
C -1.529 -6.332 -1.146
N 0.574 0.008 2.182
C -0.015 -0.948 5.739
C -1.521 -0.893 6.017
H 6.381 2.784 -2.778
H 5.307 1.424 -2.408
H 6.152 2.254 -1.108
H 4.010 3.532 -2.890
H 4.830 4.334 -1.567
H 3.487 4.536 1.939
H 4.586 4.784 0.597
H 4.787 2.476 2.606
H 5.801 3.928 2.607
H 5.902 2.767 1.277
H 2.259 2.837 2.877
H 0.823 1.754 6.206
H 1.298 2.889 4.960
H 3.046 0.614 6.038
H 3.242 2.334 6.409
H 3.533 1.731 4.770
H -0.474 -2.787 3.740
H 0.195 -4.084 -2.457
H 2.910 1.570 -3.329
H 1.103 -4.024 -4.524
H 1.547 -2.901 -5.792
H -1.259 -3.141 -4.575
H -0.767 -3.796 -6.145
H -0.803 -2.046 -5.881
H 2.174 0.855 -5.409
H 1.839 -0.660 -6.221
H 4.370 -0.071 -4.591
H 4.273 -0.089 -6.359
H 4.036 -1.580 -5.434
H -0.889 -6.271 2.301
H -1.169 -4.943 3.405
H 1.586 -6.002 2.573
H 0.810 -6.273 4.140
H 1.326 -4.647 3.664
H 0.046 -6.752 0.268
H 0.602 -6.002 -1.212
H -2.336 -6.362 -0.412
H -1.476 -7.305 -1.638
H -1.787 -5.580 -1.893
H 0.522 -0.455 6.552
H 0.315 -1.990 5.737
H -1.861 0.142 6.065
H -1.766 -1.378 6.963
H -2.078 -1.389 5.221
I -2.134 0.440 -3.297
C -3.200 1.366 -1.749
C -4.417 1.981 -2.001
C -5.071 2.575 -0.934
C -4.493 2.534 0.326
C -3.275 1.895 0.469
N -2.636 1.319 -0.553
H -4.832 1.991 -2.998
H -6.023 3.065 -1.088
H -4.973 2.987 1.181
H -2.782 1.838 1.433

## Properties
energy relative to the best compared isomer or geometry (same formula, charge and spin) = 3.7 kcal per mole
E_tot = -59686.85047 eV
lowest unoccupied orbital energy = -0.30 eV
orbital gap = 0.21285 hartree
total charge = 0



(3)
Below is a structure of composition C41H56KN5P2, with properties calculated with ωB97M-V/def2-TZVPD.

Element x y z (Å)
K -0.577 0.013 -0.332
C 2.344 -4.103 2.393
C 1.387 -3.211 1.601
C 1.410 -3.549 0.111
P 1.408 -1.351 1.843
C 2.005 -1.165 3.590
C 2.297 0.310 3.865
C 0.939 -1.689 4.553
C 2.804 -0.686 0.867
C 3.957 -1.434 0.619
C 4.999 -0.978 -0.170
C 4.874 0.287 -0.747
C 3.767 1.065 -0.504
C 2.697 0.642 0.341
N 1.608 1.423 0.579
C 1.780 2.786 0.657
C 2.959 3.316 1.260
C 3.177 4.661 1.442
C 2.216 5.589 1.042
C 1.046 5.101 0.491
C 0.790 3.740 0.285
P -0.899 3.259 -0.288
C -1.183 4.229 -1.864
C -1.938 3.315 -2.838
C 0.098 4.728 -2.534
C -1.962 4.002 1.060
C -2.336 5.477 1.014
C -1.360 3.612 2.412
H 2.053 -5.149 2.253
H 2.319 -3.896 3.464
H 3.378 -4.009 2.060
H 0.373 -3.447 1.947
H 2.397 -3.374 -0.318
H 0.684 -2.955 -0.451
H 1.151 -4.603 -0.033
H 2.932 -1.735 3.722
H 1.406 0.918 3.689
H 3.081 0.689 3.209
H 2.613 0.452 4.904
H 0.076 -1.019 4.551
H 1.325 -1.737 5.576
H 0.581 -2.684 4.280
H 4.039 -2.418 1.060
H 5.873 -1.593 -0.346
H 5.652 0.664 -1.403
H 3.686 2.040 -0.967
H 3.707 2.612 1.603
H 4.096 4.991 1.916
H 2.366 6.654 1.178
H 0.276 5.808 0.207
H -1.842 5.067 -1.633
H -1.265 2.549 -3.237
H -2.323 3.899 -3.680
H -2.790 2.842 -2.352
H 0.858 3.943 -2.557
H 0.537 5.590 -2.034
H -0.122 5.010 -3.569
H -2.898 3.456 0.923
H -1.486 6.134 1.214
H -3.090 5.670 1.785
H -2.801 5.738 0.065
H -0.519 4.258 2.674
H -0.986 2.583 2.407
H -2.116 3.693 3.198
C -2.689 -0.920 2.428
N -2.627 -1.359 1.053
C -3.667 -0.721 0.246
C -2.516 -2.764 0.839
C -2.798 -3.682 1.837
C -2.691 -5.059 1.628
C -2.316 -5.511 0.373
C -2.023 -4.612 -0.641
C -2.063 -3.214 -0.446
N -1.592 -2.311 -1.338
C -1.616 -2.536 -2.677
C -2.694 -3.155 -3.357
C -2.743 -3.239 -4.734
C -1.716 -2.725 -5.521
C -0.631 -2.142 -4.879
C -0.560 -2.053 -3.497
N 0.619 -1.523 -2.861
C 1.802 -2.333 -3.081
C 0.899 -0.127 -3.124
H -3.640 -1.176 2.926
H -2.591 0.169 2.453
H -1.865 -1.354 2.995
H -4.672 -0.963 0.620
H -3.581 -1.054 -0.786
H -3.556 0.367 0.272
H -3.121 -3.327 2.808
H -2.908 -5.752 2.432
H -2.230 -6.576 0.181
H -1.683 -4.978 -1.603
H -3.514 -3.541 -2.763
H -3.605 -3.699 -5.207
H -1.760 -2.776 -6.602
H 0.195 -1.751 -5.467
H 2.164 -2.289 -4.123
H 1.580 -3.373 -2.840
H 2.606 -1.988 -2.426
H 1.167 0.095 -4.172
H 1.744 0.180 -2.499
H 0.045 0.506 -2.875
N -5.921 3.572 -0.807
C -4.757 3.663 -0.817

## Properties
energy relative to the best compared isomer or geometry (same formula, charge and spin) = 0.8 kcal per mole
E_tot = -85780.68124 eV
lowest unoccupied orbital energy = 3.88 eV
orbital gap = 0.20524 hartree
total charge = -2



(4)
Below is a structure of composition C39H39HgN7O3P2S, with properties calculated with ωB97M-V/def2-TZVPD.

Element x y z (Å)
Hg -0.571 0.358 -1.619
N -1.511 0.157 -4.467
C -2.923 0.256 -4.077
C -3.181 1.442 -3.131
O -4.134 2.191 -3.387
N -2.361 1.549 -2.091
C -2.553 2.718 -1.251
C -1.573 2.845 -0.076
O -1.764 3.746 0.733
O -0.613 1.985 -0.013
H -1.210 1.039 -4.869
H -1.383 -0.543 -5.191
H -3.208 -0.671 -3.571
H -3.604 0.405 -4.920
H -3.566 2.755 -0.838
H -2.461 3.633 -1.848
C 1.294 -1.742 1.815
N 0.659 -0.429 2.125
P 1.672 0.840 1.400
C 3.285 0.448 2.226
C 3.436 -0.049 3.522
C 4.695 -0.261 4.058
C 5.831 0.029 3.309
C 5.697 0.517 2.021
C 4.430 0.713 1.481
C 1.282 2.311 2.417
C 1.087 2.295 3.791
C 0.847 3.472 4.485
C 0.830 4.683 3.810
C 1.053 4.712 2.442
C 1.265 3.532 1.750
P -0.945 -0.537 1.413
C -1.512 -2.103 2.218
C -2.156 -3.044 1.425
C -2.667 -4.214 1.981
C -2.530 -4.455 3.336
C -1.885 -3.520 4.141
C -1.388 -2.354 3.586
C -2.021 0.595 2.350
C -1.794 1.011 3.656
C -2.702 1.845 4.290
C -3.854 2.250 3.631
C -4.095 1.823 2.335
C -3.176 1.008 1.694
H 2.370 -1.686 1.940
H 1.095 -2.073 0.783
H 0.918 -2.507 2.490
H 2.556 -0.293 4.103
H 4.796 -0.654 5.063
H 6.815 -0.134 3.731
H 6.575 0.736 1.427
H 4.325 1.081 0.466
H 1.120 1.358 4.329
H 0.671 3.440 5.554
H 0.630 5.602 4.347
H 1.017 5.651 1.905
H 1.371 3.548 0.673
H -2.262 -2.866 0.362
H -3.168 -4.934 1.346
H -2.922 -5.366 3.771
H -1.777 -3.704 5.203
H -0.891 -1.628 4.217
H -0.900 0.692 4.167
H -2.503 2.188 5.299
H -4.554 2.916 4.120
H -4.978 2.159 1.806
H -3.339 0.717 0.660
N 5.094 -1.160 -6.217
C 4.352 -0.785 -5.406
C 3.456 -0.342 -4.422
C 3.409 -0.927 -3.115
C 2.438 -0.544 -2.236
N 1.479 0.386 -2.519
C 1.611 1.049 -3.712
C 2.538 0.733 -4.656
H 4.134 -1.672 -2.815
H 2.373 -1.000 -1.254
H 0.917 1.864 -3.873
H 2.580 1.302 -5.575
C -2.594 -3.416 -4.121
N -1.257 -2.950 -4.425
C -0.705 -2.860 -5.695
C 0.546 -2.376 -5.550
N 0.747 -2.197 -4.203
C -0.358 -2.525 -3.506
S -0.583 -2.416 -1.824
H -2.639 -4.504 -4.159
H -3.296 -2.991 -4.837
H -2.845 -3.079 -3.119
H -1.253 -3.147 -6.574
H 1.307 -2.148 -6.275
H 1.563 -1.779 -3.768

## Properties
energy relative to the best compared isomer or geometry (same formula, charge and spin) = 9.7 kcal per mole
E_tot = -91239.27490 eV
lowest unoccupied orbital energy (alpha / beta) = 2.15 / 2.14 eV
orbital gap (alpha / beta) = 0.20107 / 0.27789 hartree
spin multiplicity = 2
total charge = -1